(1)
Entry from the Open Molecules 2025 dataset: a molecular structure, C10H21CeINO2P2Se (wB97M-V/def2-TZVPD).

CARTESIAN COORDINATES (ANGSTROEM)
C1 -4.417 -0.326 -2.824
C2 -3.839 -0.369 -1.530
H1 -5.503 -0.480 -2.736
H2 -3.972 -1.135 -3.425
H3 -4.214 0.666 -3.258
O1 -3.292 -0.391 -0.505
I1 0.125 0.354 -3.651
Ce1 0.349 0.111 -0.703
P1 0.069 2.658 0.657
C3 0.104 3.155 2.419
C4 1.494 3.600 -0.021
H4 1.283 4.654 0.185
H5 -0.845 4.702 -0.168
H6 1.583 3.468 -1.106
H7 -1.613 3.314 -0.986
H8 1.081 2.899 2.858
H9 2.438 3.301 0.442
C5 -1.275 3.703 -0.015
H10 -0.052 4.245 2.508
H11 -2.132 3.767 0.664
H12 -0.682 2.636 2.988
P2 0.775 -2.621 0.167
C6 0.978 -3.404 1.814
C7 -0.265 -3.840 -0.715
H13 2.408 -2.678 -1.670
H14 2.456 -4.114 -0.622
H15 3.225 -2.576 -0.096
C8 2.381 -3.022 -0.629
H16 -0.714 -3.383 -1.607
H17 0.408 -4.648 -1.035
H18 1.115 -4.495 1.700
H19 0.095 -3.219 2.446
H20 -1.060 -4.247 -0.081
H21 1.865 -2.985 2.318
C9 -0.560 -0.218 1.544
O2 -0.980 -0.374 2.619
Se1 5.182 0.573 1.216
C10 3.556 0.412 0.656
N1 2.446 0.309 0.183

Force components x, y, z for each atom (eV/Å):
C -0.3 0.0 -0.1
C 2.8 0.0 4.4
H 0.0 0.0 0.0
H 0.1 0.1 0.1
H 0.1 -0.1 0.0
O -2.7 0.1 -4.8
I -0.5 -0.1 -0.1
Ce 2.3 0.5 -1.4
P 0.1 1.3 0.5
C 0.0 -0.2 0.2
C 0.1 -0.3 -0.1
H 0.2 -0.1 0.0
H -0.4 -0.2 0.0
H 0.0 0.0 0.2
H 0.0 0.2 0.2
H -0.3 0.1 -0.1
H -0.2 0.0 0.0
C -0.2 -0.1 -0.3
H 0.1 -0.4 -0.1
H 0.2 0.0 -0.1
H 0.2 0.2 -0.2
P 0.5 -1.4 0.4
C 0.0 0.2 0.2
C -0.2 0.0 -0.3
H 0.0 -0.1 0.1
H 0.2 0.2 0.0
H -0.1 0.0 0.0
C 0.0 0.3 -0.1
H 0.1 -0.2 0.1
H -0.4 0.1 0.1
H 0.0 0.5 0.0
H 0.3 -0.1 -0.2
H 0.1 0.1 -0.1
H -0.3 -0.1 -0.2
C -2.5 -0.9 6.1
O 1.8 0.6 -4.3
Se -0.6 -0.1 0.0
C -0.4 0.0 -0.6
N 0.1 0.0 0.4

Summary:
E_HOMO (spin up / spin down) = -13.36 / -13.37 eV
Kohn-Sham gap (spin up / spin down) = 4.56 / 4.57 eV
LUMO level (spin up / spin down) = -8.8 / -8.8 eV
Multiplicity = 2
Total charge = +2

(2)
Entry from the Open Molecules 2025 dataset: a molecular structure, C22H17BrN4Ni (wB97M-V/def2-TZVPD).

CARTESIAN COORDINATES (ANGSTROEM)
Ni1 -0.114 0.628 0.359
N1 1.778 0.398 0.031
C1 2.834 0.139 0.986
C2 4.112 -0.048 0.473
C3 5.166 -0.391 1.296
C4 4.915 -0.577 2.648
C5 3.641 -0.382 3.150
C6 2.564 0.017 2.345
C7 1.223 0.265 2.956
C8 1.203 0.530 4.333
C9 0.027 0.688 5.040
C10 -1.177 0.587 4.365
C11 -1.166 0.390 2.991
C12 0.010 0.253 2.243
H1 1.756 -0.382 -0.623
H2 1.974 1.226 -0.533
H3 4.270 0.075 -0.593
H4 6.158 -0.533 0.888
H5 5.710 -0.885 3.315
H6 3.476 -0.573 4.200
H7 2.133 0.645 4.871
H8 0.056 0.895 6.102
H9 -2.119 0.692 4.889
H10 -2.128 0.369 2.501
N2 -9.750 4.585 -0.990
C13 -8.800 3.963 -0.817
C14 -7.608 3.179 -0.601
C15 -7.629 1.807 -0.828
C16 -6.486 1.055 -0.626
C17 -5.326 1.673 -0.182
C18 -5.299 3.041 0.055
C19 -6.438 3.794 -0.164
N3 -4.154 0.898 0.032
C20 -4.095 -0.430 0.418
C21 -2.780 -0.740 0.489
N4 -2.031 0.366 0.135
C22 -2.882 1.328 -0.127
H11 -8.537 1.334 -1.175
H12 -6.491 -0.005 -0.835
H13 -4.400 3.514 0.425
H14 -6.427 4.860 0.018
H15 -4.974 -1.010 0.631
H16 -2.315 -1.669 0.767
H17 -2.604 2.310 -0.474
Br1 -0.044 2.436 -1.435

Force components x, y, z for each atom (eV/Å):
Ni 0.2 0.2 -0.2
N 0.0 0.2 0.1
C 0.0 -0.1 -0.1
C 0.1 0.0 0.0
C 0.0 0.0 0.0
C -0.1 0.0 0.0
C 0.1 0.0 0.0
C -0.1 0.0 0.0
C 0.1 0.0 0.1
C 0.0 0.0 0.1
C 0.0 0.0 0.0
C 0.0 0.0 -0.1
C 0.0 0.0 0.1
C -0.1 0.0 -0.3
H 0.0 0.0 -0.1
H 0.1 0.0 0.0
H 0.0 0.0 0.0
H 0.0 0.0 0.0
H 0.0 0.0 0.0
H 0.0 0.0 0.0
H 0.0 0.0 0.0
H 0.0 0.0 0.0
H 0.0 0.0 0.0
H 0.0 0.0 0.0
N 0.0 0.0 0.0
C 0.1 -0.1 0.0
C -0.1 0.1 0.0
C 0.0 0.0 0.0
C 0.0 0.0 0.0
C 0.1 -0.1 0.0
C 0.0 0.0 0.0
C 0.0 0.1 0.0
N -0.1 0.1 0.0
C 0.0 0.0 0.0
C 0.1 0.0 -0.2
N -0.1 0.0 0.5
C 0.0 0.0 -0.1
H 0.0 0.0 0.0
H 0.0 0.0 0.0
H 0.0 0.0 0.0
H 0.0 0.0 0.0
H 0.0 0.0 0.0
H 0.0 0.0 0.0
H 0.0 0.0 0.0
Br 0.0 -0.4 0.2

Summary:
E_HOMO (spin up / spin down) = -8.25 / -8.23 eV
Energy relative to the best compared isomer or geometry (same formula, charge and spin) = 0.632 eV
Kohn-Sham gap (spin up / spin down) = 7.89 / 7.87 eV
LUMO level (spin up / spin down) = -0.4 / -0.4 eV
Total charge = 0

(3)
Entry from the Open Molecules 2025 dataset: a molecular structure, C30H34CoN6S2 (wB97M-V/def2-TZVPD).

CARTESIAN COORDINATES (ANGSTROEM)
Co1 -0.323 -0.422 -0.410
C1 2.551 2.530 -0.324
C2 3.251 1.551 -1.258
C3 2.511 0.216 -1.465
N1 1.729 -0.240 -0.331
C4 2.347 -0.619 0.780
C5 3.751 -0.684 0.893
C6 4.590 -0.929 1.969
C7 4.305 -1.195 3.292
C8 3.035 -1.385 3.803
C9 1.803 -1.385 3.172
C10 1.425 -1.124 1.838
N2 0.202 -1.346 1.389
C11 -0.745 -2.039 2.229
C12 -2.022 -2.295 1.445
C13 -2.849 -1.026 1.330
N3 -2.072 0.053 0.719
C14 -2.345 1.292 0.933
C15 -3.526 1.683 1.692
C16 -3.959 2.887 2.147
C17 -3.408 4.169 1.952
C18 -2.347 4.509 1.116
C19 -1.549 3.706 0.343
C20 -1.431 2.270 0.235
N4 -0.548 1.725 -0.534
C21 0.213 2.541 -1.488
C22 1.425 3.325 -0.970
H1 3.287 3.251 0.037
H2 2.185 2.002 0.561
H3 4.247 1.362 -0.861
H4 3.405 2.017 -2.237
H5 3.240 -0.548 -1.765
H6 1.825 0.298 -2.313
H7 4.276 -0.501 -0.032
H8 5.647 -0.884 1.725
H9 5.139 -1.291 3.974
H10 2.991 -1.603 4.866
H11 0.977 -1.637 3.822
H12 -0.996 -1.468 3.139
H13 -0.316 -2.988 2.578
H14 -2.628 -3.050 1.950
H15 -1.772 -2.690 0.456
H16 -3.173 -0.749 2.336
H17 -3.747 -1.191 0.725
H18 -4.175 0.860 1.946
H19 -4.867 2.855 2.737
H20 -3.899 4.985 2.464
H21 -2.129 5.567 1.040
H22 -0.841 4.254 -0.256
H23 -0.472 3.244 -1.973
H24 0.545 1.859 -2.268
H25 1.108 4.107 -0.277
H26 1.821 3.846 -1.848
C23 1.788 -3.958 -0.050
C24 1.072 -3.624 -1.310
N5 0.134 -2.727 -1.451
C25 -0.358 -2.737 -2.732
C26 0.236 -3.611 -3.586
S1 1.382 -4.537 -2.732
C27 -1.482 -1.857 -3.047
C28 -2.404 -2.085 -4.017
S2 -3.539 -0.820 -4.043
C29 -2.737 -0.063 -2.742
N6 -1.673 -0.700 -2.315
C30 -3.286 1.224 -2.222
H27 1.911 -3.074 0.562
H28 2.767 -4.384 -0.261
H29 1.215 -4.692 0.517
H30 0.043 -3.759 -4.633
H31 -2.471 -2.930 -4.678
H32 -3.937 1.681 -2.966
H33 -2.483 1.919 -1.998
H34 -3.876 1.060 -1.318

Force components x, y, z for each atom (eV/Å):
Co 0.2 -0.2 0.1
C 0.0 0.1 0.1
C 0.0 0.0 -0.1
C 0.0 -0.1 -0.1
N 0.0 -0.1 0.1
C -0.3 0.0 -0.1
C 0.1 0.0 0.1
C 0.1 0.1 -0.2
C 0.0 0.0 0.0
C -0.2 0.0 0.1
C 0.1 -0.1 0.1
C -0.2 0.0 -0.4
N 0.3 0.3 0.1
C 0.0 0.0 0.1
C -0.1 -0.1 0.0
C 0.0 0.1 0.0
N -0.1 -0.1 0.0
C -0.2 0.2 0.1
C 0.3 -0.2 -0.2
C 0.1 0.4 0.0
C -0.1 -0.2 0.0
C 0.0 -0.1 0.0
C -0.1 -0.1 0.0
C -0.2 0.1 0.2
N 0.2 0.0 -0.1
C 0.0 -0.1 0.0
C -0.1 0.0 0.0
H 0.0 0.0 0.0
H 0.0 0.0 0.0
H 0.0 0.0 0.0
H 0.0 0.0 0.0
H 0.0 0.0 0.0
H 0.0 0.0 0.0
H 0.0 0.0 0.0
H 0.0 0.0 0.0
H 0.0 0.0 0.0
H 0.0 0.0 0.0
H 0.0 0.0 0.0
H 0.0 0.0 0.0
H 0.0 0.0 0.0
H 0.0 0.0 0.0
H 0.0 0.0 0.0
H 0.0 0.0 0.0
H 0.0 0.0 0.0
H 0.0 -0.1 0.0
H 0.0 0.0 0.0
H 0.0 0.0 0.0
H 0.0 0.0 0.0
H 0.0 0.0 0.0
H 0.0 0.0 0.0
H 0.0 0.0 0.0
H 0.0 0.0 0.0
H 0.0 0.0 0.0
C 0.0 0.0 0.1
C -0.1 -0.1 0.1
N 0.1 0.0 0.0
C 0.0 0.1 -0.1
C -0.2 -0.1 0.1
S 0.2 0.2 -0.1
C 0.1 -0.1 -0.1
C 0.1 0.0 0.1
S 0.0 -0.1 0.0
C 0.0 0.2 0.1
N 0.0 0.0 0.2
C 0.0 0.0 0.0
H 0.0 0.0 0.0
H 0.0 0.0 0.0
H 0.0 0.0 0.0
H 0.0 0.0 -0.1
H 0.0 -0.1 0.0
H 0.0 0.0 0.0
H 0.0 0.0 0.0
H 0.1 0.0 0.0

Summary:
E_HOMO (spin up / spin down) = -9.12 / -9.12 eV
Energy relative to the best compared isomer or geometry (same formula, charge and spin) = 0.000 eV
Kohn-Sham gap (spin up / spin down) = 6.42 / 4.21 eV
LUMO level (spin up / spin down) = -2.7 / -4.9 eV
Multiplicity = 5
Total charge = +1

(4)
Entry from the Open Molecules 2025 dataset: a single C30H51NO4 molecule (wB97M-V/def2-TZVPD).

CARTESIAN COORDINATES (ANGSTROEM)
C1 2.703 -5.027 1.563
C2 4.321 -4.856 1.299
C3 4.707 -4.900 -0.324
C4 3.797 -3.869 -1.233
C5 4.661 -2.909 -2.242
C6 4.313 -1.310 -2.118
C7 3.966 -0.679 -3.624
C8 2.381 -0.968 -4.070
C9 1.429 0.112 -3.241
C10 0.112 -0.570 -2.543
C11 0.628 -1.434 -1.215
C12 0.763 -0.124 -0.192
N1 0.841 -0.765 1.174
C13 -0.541 0.864 -0.538
C14 0.204 2.308 -0.734
C15 -0.767 3.556 -1.155
C16 -1.565 3.379 -2.576
C17 -3.146 2.990 -2.224
O1 -4.069 3.290 -3.367
C18 -5.142 2.284 -3.240
C19 -4.963 0.742 -3.860
O2 -6.327 2.531 -2.632
C20 -1.808 0.705 0.487
O3 -2.160 1.911 1.248
C21 -1.692 1.861 2.641
C22 -0.219 2.406 3.178
C23 0.244 2.367 4.783
C24 1.735 2.993 5.170
C25 -0.737 1.777 5.958
C26 -2.228 1.219 5.449
C27 -2.691 1.263 3.843
C28 -4.227 0.709 3.546
C29 -4.285 -0.573 2.524
C30 -5.103 1.983 2.907
O4 -0.900 0.311 -1.887
H1 2.131 -3.985 1.584
H2 2.493 -5.563 2.594
H3 2.149 -5.674 0.741
H4 4.836 -5.785 1.841
H5 4.763 -3.851 1.722
H6 4.484 -6.015 -0.667
H7 5.841 -4.696 -0.531
H8 3.215 -3.182 -0.469
H9 3.099 -4.537 -1.899
H10 5.818 -3.108 -2.114
H11 4.393 -3.222 -3.362
H12 5.314 -0.785 -1.735
H13 3.491 -1.044 -1.323
H14 4.736 -1.029 -4.435
H15 4.136 0.495 -3.501
H16 2.347 -0.702 -5.230
H17 2.082 -2.087 -3.903
H18 1.137 0.968 -4.019
H19 2.166 0.645 -2.474
H20 -0.409 -1.174 -3.422
H21 -0.224 -2.205 -0.996
H22 1.578 -2.086 -1.415
H23 1.797 0.446 -0.323
H24 1.680 -0.466 1.722
H25 0.927 -1.803 0.981
H26 0.724 2.573 0.293
H27 1.090 2.290 -1.533
H28 -0.050 4.501 -1.297
H29 -1.555 3.877 -0.352
H30 -1.501 4.424 -3.133
H31 -1.077 2.567 -3.269
H32 -3.547 3.520 -1.254
H33 -3.154 1.826 -2.027
H34 -5.988 0.157 -3.886
H35 -4.436 0.799 -4.922
H36 -4.194 0.187 -3.153
H37 -1.728 -0.178 1.251
H38 -2.756 0.456 -0.194
H39 0.560 2.880 2.445
H40 2.426 2.221 5.729
H41 2.249 3.430 4.185
H42 1.634 3.932 5.894
H43 -0.399 1.789 7.084
H44 -2.942 0.830 6.310
H45 -4.732 0.430 4.572
H46 -5.299 -1.145 2.733
H47 -3.352 -1.277 2.657
H48 -4.364 -0.146 1.434
H49 -5.555 1.698 1.855
H50 -5.919 2.326 3.678
H51 -4.352 2.899 2.775

Force components x, y, z for each atom (eV/Å):
C -0.6 0.3 0.1
C 0.2 -0.5 -0.6
C -0.6 -0.8 0.1
C 0.5 -0.2 0.3
C -0.5 -0.3 -0.6
C 1.5 0.3 -0.6
C -0.3 0.6 1.1
C 1.0 1.1 -0.3
C 0.6 0.8 -0.5
C 1.2 -0.7 0.8
C -0.8 1.3 -2.2
C 0.8 -2.1 0.5
N 0.5 -0.7 -0.5
C 3.2 -1.2 -0.8
C -0.7 1.2 0.5
C 0.6 0.9 -0.5
C -0.6 0.6 0.2
C 1.3 -0.7 0.4
O -1.7 -3.2 1.6
C -5.8 0.5 2.3
C 1.2 0.8 0.2
O 7.9 -1.0 -3.8
C -1.0 -1.0 -0.9
O 1.8 -0.9 2.6
C 1.2 -0.2 4.5
C -2.3 -1.2 2.4
C -2.7 -1.0 -0.5
C -0.6 0.6 -0.2
C -1.4 0.3 -5.2
C 3.1 1.8 -2.2
C 2.1 0.5 1.5
C 0.4 1.0 -0.3
C -0.5 0.5 0.2
C 0.8 0.3 0.3
O 0.5 0.1 -0.2
H 1.3 -2.2 0.0
H 0.5 1.2 -2.1
H 1.4 1.3 1.5
H -0.9 2.2 -1.2
H -1.1 -2.0 -0.5
H 0.5 2.3 0.6
H -2.1 -0.4 0.7
H 0.9 -1.5 -1.7
H 1.0 1.5 1.5
H -2.4 0.5 -0.2
H 0.6 0.6 2.4
H -2.2 -1.0 -0.8
H 1.4 -0.7 -1.7
H -1.5 0.4 1.7
H -0.6 -2.4 -0.5
H -0.2 -0.8 2.5
H 0.6 2.1 -0.3
H 0.4 -1.8 1.7
H -1.9 -1.2 -1.4
H 0.7 1.3 2.2
H 1.4 1.8 0.3
H -1.6 1.7 0.5
H -2.4 -1.0 -0.3
H -1.2 -0.3 -0.8
H 0.0 1.8 0.8
H -1.1 -0.5 -2.0
H -2.2 -0.5 1.7
H -1.5 -2.0 0.4
H 1.7 -0.9 -1.3
H -0.4 -2.2 1.1
H -1.1 1.5 1.5
H 0.9 -0.8 -2.0
H 0.0 2.3 -0.3
H 2.2 1.6 0.1
H -1.3 -0.1 2.2
H -1.6 1.1 -1.4
H 0.5 1.6 -1.7
H 2.1 0.7 1.3
H -1.8 -1.0 1.5
H -1.5 1.4 -1.4
H -1.1 -1.3 2.2
H 0.0 -2.1 -1.5
H -0.8 -0.1 -2.5
H 1.4 0.8 -2.3
H 1.3 0.5 -2.0
H 2.2 1.0 -0.4
H -2.0 1.3 -0.3
H 0.4 -1.0 2.1
H 0.8 0.6 2.3
H 1.4 -0.8 -1.7
H -1.8 -2.0 0.1

Summary:
SMILES = CCCCCCCCC[C@H]1C[C@H](N)[C@](CCCCOC(C)=O)(COc2cc(C)ccc2C(C)C)O1
E_HOMO = -8.10 eV
Kohn-Sham gap = 8.38 eV
LUMO level = 0.3 eV
Total charge = 0

Question: What is the total charge in the first record?
Answer: +2